# 1
{
  "formula": "C6H13N2O3Si",
  "method": "ωB97M-V/def2-TZVPD",
  "homo_ev": -12.876,
  "smiles": "CO[Si](OC)(OC)[n+]1cc[nH]c1",
  "relative_energy_ev": 1.459,
  "gap_ev": 9.80,
  "spin_multiplicity": 1,
  "largest_force_ev_per_a": 5.87,
  "total_energy_ev": -23428.03226,
  "total_charge": 1,
  "symbols": ["C", "C", "C", "C", "C", "C", "N", "N", "O", "O", "O", "Si", "H", "H", "H", "H", "H", "H", "H", "H", "H", "H", "H", "H", "H"],
  "coordinates": [[3.5494, 0.8060, -0.3348], [2.3089, 0.9539, 0.2265], [2.1035, -0.5363, -1.3345], [-0.9535, -0.3035, 2.6137], [-1.9656, -2.3146, -0.9795], [-0.6347, 2.3568, -1.5136], [3.3539, -0.1501, -1.2847], [1.4099, 0.1739, -0.4069], [-0.4627, 0.5911, 1.6565], [-0.7954, -1.5490, -0.3868], [-1.0571, 0.9668, -1.3612], [-0.4050, -0.0152, -0.2968], [4.4644, 1.0218, -0.0109], [1.9876, 1.7609, 0.9470], [1.5897, -1.2565, -1.8521], [-0.3929, -1.2098, 2.7778], [-2.0380, -0.3426, 2.4040], [-0.8621, 0.2168, 3.5171], [-2.1419, -1.8962, -1.9319], [-2.7788, -2.2344, -0.2601], [-1.6158, -3.3848, -0.9921], [-0.7521, 2.8421, -0.4703], [-1.1799, 2.7123, -2.4486], [0.4891, 2.4426, -1.5420], [4.0444, -0.3029, -2.0046]],
  "forces_ev_per_angstrom": [[-4.5615, -1.4363, -0.1163], [0.2630, 3.2246, 1.7402], [-0.8355, 2.0212, 1.9969], [-1.4988, 0.5343, -0.7438], [2.0166, -0.7174, 2.0525], [0.5471, 0.2952, 1.3721], [1.0943, -0.3794, -1.3182], [0.1555, -1.5645, -1.2978], [1.3128, -0.5455, -5.7000], [-0.6755, -0.6326, -0.7586], [0.3205, 0.4206, -0.2065], [-0.0061, 1.0122, 5.6611], [3.4357, 1.4777, 0.9643], [0.4059, -1.5340, -0.6386], [-0.3676, -1.6613, -1.7741], [-0.1088, -0.7163, -0.6024], [0.3512, -1.1443, 0.5163], [0.0387, 0.8420, 1.6154], [-0.4918, 0.1954, -0.9758], [-0.0678, 0.1649, -0.3237], [-0.3942, 1.2423, -0.2663], [-0.9538, -0.1121, -2.0273], [0.8969, 0.0911, 1.7612], [-0.9480, -0.3776, -0.9881], [0.0714, -0.7000, 0.0576]]
}

***

# 2
{
  "formula": "C6H13N3",
  "method": "ωB97M-V/def2-TZVPD",
  "homo_ev": -9.328,
  "smiles": "[H]/N=C1/[C@@H](C(C)(C)C)N1N",
  "relative_energy_ev": 2.872,
  "gap_ev": 10.11,
  "spin_multiplicity": 1,
  "largest_force_ev_per_a": 2.30,
  "total_energy_ev": -10900.53975,
  "symbols": ["C", "C", "C", "C", "N", "N", "C", "N", "C", "H", "H", "H", "H", "H", "H", "H", "H", "H", "H", "H", "H", "H"],
  "coordinates": [[0.8328, -0.1232, -0.0257], [1.8137, -0.3158, 1.1328], [1.0914, -1.1660, -1.1131], [1.0030, 1.2819, -0.6034], [-1.5986, 0.5830, -0.0653], [-2.4503, 1.4589, 0.6012], [-0.6162, -0.3938, 0.5664], [-2.4415, -1.6694, -0.7612], [-1.7700, -0.7662, -0.2296], [-1.9829, 2.3562, 0.6988], [-2.7152, 1.1192, 1.5284], [-3.2867, -1.3464, -1.2293], [-0.6908, -0.5443, 1.6442], [2.8346, -0.1756, 0.7826], [1.6282, 0.4077, 1.9252], [1.7246, -1.3165, 1.5495], [0.3962, -1.0319, -1.9382], [2.1094, -1.0748, -1.4878], [0.9562, -2.1696, -0.7180], [0.8442, 2.0387, 0.1628], [2.0101, 1.4006, -0.9978], [0.3081, 1.4474, -1.4225]],
  "forces_ev_per_angstrom": [[-0.4371, -0.9438, 0.7006], [0.0117, 0.0164, -0.2577], [0.0770, 0.1593, 0.1723], [-0.3383, -0.2837, 0.0681], [0.2317, -0.5074, 0.3609], [-0.6860, 0.2244, 0.3724], [1.2461, 1.7334, -0.8569], [-0.3234, -0.8248, -0.0070], [-0.2137, 0.5619, -0.4356], [-0.0276, -0.2662, -0.0482], [0.1373, 0.0203, -0.1922], [0.1054, 0.2381, 0.1135], [-0.0195, -0.0403, -0.0569], [0.1405, -0.0290, 0.0239], [-0.0283, 0.0669, 0.0952], [0.0381, -0.1223, 0.0845], [-0.0416, -0.0212, -0.1344], [0.0960, -0.0052, -0.1036], [-0.0115, -0.1521, 0.0037], [-0.0499, 0.1373, 0.0289], [0.1618, -0.0640, 0.0619], [-0.0687, 0.1021, 0.0065]]
}

***

# 3
{
  "formula": "C6H13N3",
  "method": "ωB97M-V/def2-TZVPD",
  "homo_ev": -9.045,
  "smiles": "[H]/N=C(/C)C=C.[H]/N=C(\\C)N",
  "relative_energy_ev": 0.921,
  "gap_ev": 9.84,
  "spin_multiplicity": 1,
  "largest_force_ev_per_a": 0.58,
  "total_energy_ev": -10902.49070,
  "symbols": ["C", "C", "N", "N", "H", "H", "H", "H", "H", "H", "C", "C", "C", "C", "N", "H", "H", "H", "H", "H", "H", "H"],
  "coordinates": [[2.1488, 1.0678, -0.5240], [2.0015, -0.4312, -0.4546], [2.9371, -1.0743, 0.3058], [1.0836, -1.1271, -0.9892], [3.8283, -0.6315, 0.4463], [2.9380, -2.0786, 0.2311], [0.3875, -0.5785, -1.4832], [2.7870, 1.4354, 0.2753], [2.5896, 1.3434, -1.4819], [1.1709, 1.5422, -0.4472], [-0.8958, 0.1909, 1.4904], [-1.5165, 0.7340, 0.2434], [-2.5673, -0.0508, -0.4163], [-2.9021, -1.2972, -0.1090], [-1.0870, 1.8424, -0.1995], [-1.5369, 2.1621, -1.0572], [-3.0655, 0.4544, -1.2379], [-1.6630, -0.0684, 2.2160], [-0.3226, -0.7024, 1.2485], [-0.2278, 0.9351, 1.9129], [-3.6672, -1.8251, -0.6541], [-2.4207, -1.8424, 0.6842]],
  "forces_ev_per_angstrom": [[-0.0468, -0.1191, -0.1106], [-0.1981, 0.2965, -0.0931], [0.3817, -0.0976, 0.2691], [-0.3436, -0.3936, -0.1963], [-0.0321, -0.0313, 0.0276], [0.0353, 0.0023, -0.0340], [0.1617, 0.2120, 0.0676], [0.0515, 0.0846, 0.0496], [0.0572, 0.0249, -0.0289], [0.0661, 0.0052, 0.0216], [0.0452, -0.0315, 0.0381], [0.1079, -0.0081, 0.1569], [-0.2644, -0.0796, -0.3118], [0.0182, 0.1181, -0.0172], [0.1955, 0.5484, -0.0517], [-0.2149, -0.2812, 0.0100], [-0.0431, -0.0114, -0.0450], [-0.0428, -0.0609, 0.1164], [0.0195, -0.1257, 0.0448], [0.0214, 0.0298, 0.0209], [-0.1120, -0.0231, -0.1171], [0.1365, -0.0586, 0.1831]]
}